Record 1
Computed, not measured: the molecule C4H2O2, with ωB97M-V/def2-TZVPD.

Structure (XYZ):
```
8
Properties=species:S:1:pos:R:3:mulliken_charge:R:1
O 0.892 0.661 2.363 -0.442
C 0.286 0.205 1.425 0.491
C -0.879 -0.676 1.193 -1.007
C -0.392 -0.294 0.035 0.756
C -0.258 -0.182 -1.435 0.043
O 0.601 0.465 -1.974 -0.411
H 0.783 0.582 0.364 0.247
H -1.032 -0.759 -1.970 0.323
```

- Kohn-Sham gap (eV) = 8.881
- E_LUMO (eV) = -1.34
- energy relative to the best compared isomer or geometry (same formula, charge and spin) (eV) = 3.661
- HOMO (eV) = -10.225
- 2S+1 = 1

Record 2
Computed, not measured: the molecule C4H11NP2 at a distorted geometry, with ωB97M-V/def2-TZVPD.

Structure (XYZ):
```
18
Properties=species:S:1:pos:R:3:mulliken_charge:R:1
C -0.026 -0.117 -2.035 -1.160
C 0.193 -0.471 -0.609 -0.050
P 1.863 0.007 0.133 -0.010
C 1.318 -0.444 1.829 -0.814
P -0.504 -0.894 1.805 -0.120
N -0.876 -0.082 0.328 -0.008
C -1.515 1.162 0.049 -0.961
H -0.597 0.864 -2.296 0.356
H -0.620 -0.928 -2.465 0.277
H 1.011 0.084 -2.590 0.317
H 0.110 -1.615 -0.645 0.256
H 1.698 1.302 0.224 -0.033
H 1.854 -1.088 2.489 0.498
H 1.397 0.355 2.527 0.372
H -0.345 -2.253 1.232 0.045
H -2.379 1.089 0.628 0.348
H -0.808 1.899 0.384 0.341
H -1.775 1.130 -0.985 0.346
```

- Kohn-Sham gap (eV) = 9.278
- E_LUMO (eV) = 0.96
- energy relative to the best compared isomer or geometry (same formula, charge and spin) (eV) = 1.530
- HOMO (eV) = -8.316
- 2S+1 = 1

Record 3
Computed, not measured: a structure of composition C17H59F3N11O15SY at a distorted geometry, with ωB97M-V/def2-TZVPD.

Structure (XYZ):
```
107
Properties=species:S:1:pos:R:3:mulliken_charge:R:1
Y -6.282 3.750 1.913 1.667
C -0.909 -0.734 0.901 0.631
F -1.669 -1.761 1.003 -0.219
F -0.626 -0.180 2.097 -0.203
F 0.156 -1.180 0.286 -0.199
S -1.846 0.560 -0.205 1.058
O -2.953 1.166 0.574 -0.560
O -0.809 1.541 -0.552 -0.567
O -2.336 -0.211 -1.388 -0.533
C 5.710 -4.056 1.399 -1.367
C 7.053 -3.613 1.857 0.288
C 7.233 -3.443 3.501 -0.531
O 8.620 -3.522 3.878 -0.346
C 8.902 -2.911 5.122 -0.730
N 7.969 -4.658 1.433 -0.618
H 4.965 -3.351 1.769 0.358
H 5.548 -5.065 1.779 0.348
H 5.797 -4.183 0.319 0.377
H 7.284 -2.667 1.367 0.316
H 6.683 -4.256 3.974 0.310
H 6.716 -2.548 3.849 0.410
H 8.543 -1.882 5.148 0.318
H 9.990 -2.884 5.186 0.266
H 8.575 -3.528 5.959 0.301
H 8.769 -4.486 2.024 0.374
H 7.651 -5.560 1.758 0.302
C -0.405 -6.741 2.216 -1.274
C -0.482 -7.073 3.738 0.371
C -0.203 -5.879 4.654 -0.484
O 1.229 -5.567 4.697 -0.312
C 1.518 -4.262 5.268 -0.723
N -1.873 -7.589 3.933 -0.577
H -0.638 -7.540 1.512 0.367
H 0.582 -6.411 1.893 0.325
H -1.115 -5.943 2.001 0.263
H 0.195 -7.898 3.961 0.285
H -0.577 -6.196 5.627 0.284
H -0.877 -5.079 4.347 0.261
H 2.563 -4.176 5.567 0.259
H 1.079 -4.193 6.264 0.325
H 1.372 -3.476 4.527 0.264
H -2.136 -7.672 4.904 0.255
H -2.531 -7.008 3.433 0.238
C -3.598 7.156 -6.737 -1.364
C -3.163 5.633 -6.850 0.275
C -1.948 5.342 -7.785 -0.600
O -2.316 5.663 -9.121 -0.334
C -1.188 5.581 -10.006 -0.677
N -3.071 5.022 -5.514 -0.526
H -2.838 7.760 -6.241 0.350
H -4.416 7.237 -6.020 0.382
H -3.800 7.559 -7.729 0.372
H -3.988 5.161 -7.383 0.203
H -1.541 4.335 -7.699 0.421
H -1.149 5.964 -7.383 0.340
H -0.369 6.156 -9.574 0.308
H -1.472 5.917 -11.004 0.235
H -0.903 4.530 -9.966 0.294
H -2.696 5.710 -4.876 0.256
H -2.515 4.181 -5.446 0.269
O -6.552 3.744 -1.935 -0.617
H -7.331 3.800 -2.489 0.321
H -5.828 3.982 -2.515 0.315
O -5.010 -3.266 3.454 -0.632
H -5.317 -4.108 3.117 0.325
H -4.100 -3.208 3.162 0.309
O -3.574 5.977 0.850 -0.594
H -3.756 6.529 0.089 0.320
H -2.620 5.984 0.928 0.310
O -0.389 -0.965 -5.211 -0.636
H -1.071 -0.844 -4.551 0.322
H 0.431 -0.931 -4.718 0.317
O -7.551 0.381 1.126 -0.596
H -7.368 -0.278 0.456 0.312
H -8.264 0.006 1.643 0.321
C -4.190 -4.981 -5.536 0.559
O -5.310 -5.361 -5.360 -0.576
N -3.573 -4.131 -4.745 -0.391
N -3.488 -5.489 -6.535 -0.413
H -2.756 -3.650 -5.094 0.214
H -4.187 -3.464 -4.299 0.240
H -2.794 -4.932 -7.014 0.228
H -4.039 -6.134 -7.083 0.248
C 5.185 2.491 4.085 0.656
O 5.549 2.176 2.980 -0.654
N 5.631 3.544 4.645 -0.382
N 4.302 1.780 4.825 -0.383
H 5.412 3.807 5.595 0.173
H 6.210 4.068 4.005 0.232
H 3.835 0.980 4.423 0.201
H 4.108 1.982 5.795 0.159
C 1.289 6.125 -3.930 0.719
O 1.532 7.049 -4.601 -0.585
N 0.540 6.081 -2.868 -0.426
N 1.738 4.917 -4.193 -0.463
H 0.001 6.922 -2.723 0.212
H 0.659 5.330 -2.204 0.187
H 1.364 4.085 -3.760 0.157
H 2.395 4.895 -4.959 0.212
C -2.367 2.454 5.976 0.691
O -3.175 2.968 5.115 -0.735
N -2.729 1.718 6.928 -0.344
N -1.096 2.702 6.039 -0.415
H -3.677 1.388 7.034 0.217
H -2.015 1.411 7.573 0.147
H -0.695 2.516 6.947 0.200
H -0.820 3.407 5.370 0.238
```

- Kohn-Sham gap (eV) = 1.011
- E_LUMO (eV) = -11.08
- total charge = +2
- energy relative to the best compared isomer or geometry (same formula, charge and spin) (eV) = 13.887
- HOMO (eV) = -12.086
- 2S+1 = 1

Record 4
Computed, not measured: a structure of composition C6H8ClN2O4P at a distorted geometry, with ωB97M-V/def2-TZVPD.

Structure (XYZ):
```
22
Properties=species:S:1:pos:R:3:mulliken_charge:R:1
C 0.548 0.480 -1.223 0.613
C -0.031 -0.767 -1.503 -0.122
C 0.440 0.857 0.064 0.133
C -0.723 -1.386 -0.412 -0.659
C 1.277 1.232 -2.275 -1.246
C -0.581 -0.980 3.504 -0.334
N 0.675 2.560 0.746 -0.279
N -0.170 -1.314 -2.798 0.916
O 0.474 -0.886 -3.738 -0.623
O -0.913 -2.303 -2.845 -0.615
O -0.117 2.672 1.803 -0.245
O -0.263 -0.950 2.120 -0.221
P -0.975 -0.080 0.879 0.043
Cl -2.123 -0.175 4.055 -0.181
H -1.591 -1.828 -0.715 0.576
H -0.051 -2.052 0.067 0.368
H 0.725 1.149 -3.232 0.338
H 2.257 0.806 -2.633 0.278
H 1.445 2.310 -2.105 0.342
H 0.263 -0.606 4.105 0.295
H -0.798 -2.034 3.746 0.280
H 0.232 3.297 2.390 0.343
```

- Kohn-Sham gap (alpha / beta) (eV) = 7.476 / 7.953
- E_LUMO (alpha / beta) (eV) = -1.92 / -0.54
- energy relative to the best compared isomer or geometry (same formula, charge and spin) (eV) = 2.197
- HOMO (alpha / beta) (eV) = -9.393 / -8.494
- 2S+1 = 1